44
Properties=species:S:1:pos:R:3 method="wB97M-V/def2-TZVPD" e_tot_ev=-51423.464 homo_energy_ha=-0.4849 total_charge=+1 homo_lumo_gap_ev=8.16
S -0.728 3.331 -1.793
F 1.864 -2.917 -1.580
F -1.141 -6.184 -3.255
O 0.431 -1.911 -0.172
O 1.937 -5.656 -0.106
O 0.759 3.691 -1.121
O 1.838 -1.541 1.550
O 0.669 -5.778 -1.985
O -1.397 4.613 -2.195
O -0.372 -1.107 1.785
O 0.083 -6.954 -0.151
O -0.445 2.456 -3.003
N 0.792 4.238 1.833
N 1.232 5.480 1.785
C -0.956 -7.116 -1.106
C -1.814 2.304 -0.678
C 1.749 -1.911 -0.690
C -0.503 3.656 1.760
C 0.549 -1.487 1.116
C -1.701 4.670 1.637
C 0.982 -6.087 -0.694
C -0.274 -6.754 -2.385
C 0.282 6.496 1.635
C -0.954 1.416 0.349
C -1.216 6.130 1.580
C 2.589 -2.167 0.516
C -0.747 2.065 1.801
H -2.659 2.905 -0.191
H 3.583 -1.728 0.431
H -1.471 0.407 0.444
H 1.548 3.530 1.948
H 0.057 1.215 -0.172
H 0.244 -7.587 -2.870
H 1.492 3.224 -1.585
H -1.971 6.980 1.455
H 0.232 1.614 2.220
H -2.784 4.331 1.581
H 0.594 7.583 1.560
H -2.343 1.557 -1.381
H -1.782 -6.441 -0.863
H -1.331 -8.140 -1.109
H -1.560 1.764 2.545
H 2.693 -3.233 0.737
H 1.949 -0.954 -1.184

10
Properties=species:S:1:pos:R:3 method="wB97M-V/def2-TZVPD" e_tot_ev=-16747.938 smiles="CC1=C(Cl)C1" de_lowest_kj_mol=210.88 homo_energy_ha=-0.3386 homo_lumo_gap_ev=10.05
Cl 3.010 -0.209 0.145
C -0.948 -1.117 0.145
C 0.081 -0.081 0.122
C 0.184 1.436 -0.173
C 1.348 0.164 0.171
H -0.834 -2.101 0.761
H 0.078 1.700 -1.253
H -1.053 -1.484 -0.944
H 0.003 2.197 0.557
H -1.869 -0.505 0.468

9
Properties=species:S:1:pos:R:3 method="wB97M-V/def2-TZVPD" e_tot_ev=-24797.367 homo_energy_ha="-0.6644 / -0.6672" total_charge=+2 homo_lumo_gap_ev="5.19 / 6.96" s_squared=6.029 spin_multiplicity=5
Pm -0.993 2.342 0.274
O 1.302 -1.692 0.118
O -2.679 0.671 0.114
O 0.541 0.424 0.167
C -2.726 -0.621 -0.075
C 0.518 -0.809 0.050
H -3.527 -1.147 0.473
H -1.114 -1.183 -0.065
H -2.816 -0.898 -1.142

104
Properties=species:S:1:pos:R:3 method="wB97M-V/def2-TZVPD" e_tot_ev=-257678.055 de_lowest_kj_mol=97.46 homo_energy_ha=-0.2981 homo_lumo_gap_ev=7.37
Sn -0.701 0.829 0.304
Br -7.325 -4.319 -1.966
Ge 0.752 1.598 2.538
Cl 2.865 -0.966 1.077
Cl 0.052 -4.627 4.078
Cl 0.473 -2.027 2.795
S -2.307 2.769 0.027
P 1.152 -2.376 -1.219
F -2.461 1.016 2.879
F -3.650 0.323 1.225
F -2.396 -1.068 2.281
O -1.329 -1.123 -2.717
O -1.713 -0.754 -0.524
N -4.161 2.169 -1.782
N 1.711 1.624 -1.095
N -0.759 1.526 -2.001
N -2.047 1.655 -2.439
C 4.623 -4.641 -0.814
C 0.150 1.437 -2.893
C 0.837 -2.546 -5.355
C 4.809 1.270 3.788
C 5.311 -3.971 0.193
C -5.009 -3.082 -3.049
C 4.761 -2.839 0.767
C 2.321 0.275 4.518
C 2.800 -3.043 -0.671
C -0.873 -3.806 0.004
C 4.062 1.887 -1.400
C -1.035 5.371 2.469
C -1.641 -6.020 -0.534
C -2.008 -1.223 -1.715
C -0.781 4.011 2.594
C -5.210 -2.962 -0.641
C 4.700 0.391 4.859
C 0.149 -5.017 -1.796
C 3.519 -2.398 0.331
C -4.011 -2.267 -0.582
C 3.455 -0.095 5.231
C -5.694 -3.360 -1.877
C 3.005 -1.673 -4.816
C 1.221 5.727 1.717
C 2.637 1.490 -3.274
C -2.412 0.208 1.767
C -0.642 -3.038 3.731
C -0.703 -6.085 -1.559
C 3.392 -4.175 -1.239
C -0.203 1.389 -4.342
C -3.306 -1.981 -1.746
C 0.480 3.496 2.279
C 2.921 1.836 -0.614
C 1.476 4.367 1.836
C 2.054 -2.017 -5.767
C 1.555 1.477 -2.408
C 2.728 -1.841 -3.465
C 3.679 1.626 3.068
C -3.807 -2.394 -2.974
C 2.421 1.126 3.418
C -0.037 6.227 2.027
C 3.909 1.691 -2.759
C 0.084 -3.864 -1.010
C -2.837 2.111 -1.507
C -1.726 -4.878 0.244
C 1.510 -2.375 -3.036
C 0.568 -2.725 -4.004
H -2.310 -6.854 -0.358
H -1.543 -3.172 3.149
H 2.462 3.993 1.583
H 2.004 6.396 1.382
H 0.090 -2.820 -6.090
H -4.795 2.312 -1.017
H 3.791 2.300 2.229
H 5.032 2.065 -0.954
H -0.639 -6.969 -2.182
H -0.240 7.285 1.918
H -0.857 2.223 -4.593
H 2.497 1.344 -4.334
H 3.963 -1.271 -5.125
H 4.768 1.704 -3.418
H 2.875 -4.700 -2.032
H -4.484 1.671 -2.595
H 5.278 -2.298 1.549
H 3.477 -1.561 -2.732
H -5.765 -3.189 0.259
H -0.775 0.471 -4.503
H -0.968 -2.898 0.587
H -1.568 3.348 2.939
H 2.985 1.973 0.456
H -3.618 -1.935 0.370
H 3.365 -0.771 6.073
H 5.776 1.675 3.513
H -3.241 -2.167 -3.869
H -2.016 5.759 2.716
H 0.850 -5.081 -2.618
H 5.586 0.084 5.401
H -2.463 -4.815 1.036
H 6.276 -4.329 0.530
H 2.262 -1.882 -6.822
H 5.051 -5.527 -1.267
H -0.388 -3.132 -3.705
H -0.851 -2.542 4.669
H -0.304 1.080 3.511
H -5.410 -3.397 -4.004
H 1.353 -0.104 4.819
H 0.664 1.396 -4.997

41
Properties=species:S:1:pos:R:3 method="wB97M-V/def2-TZVPD" e_tot_ev=-23766.001 homo_energy_ha=-0.1584 total_charge=-1 homo_lumo_gap_ev=6.44
Nb -0.517 0.793 1.885
O -1.577 -1.727 0.131
O -3.831 1.158 1.832
O 2.106 -0.436 0.396
O -2.658 3.277 1.569
O -1.776 -6.434 -2.841
N -2.229 -4.736 -1.403
N -0.325 -4.694 -2.685
C 1.511 -0.294 1.712
C 4.457 2.412 -0.146
C 2.446 0.778 -0.214
C -1.466 -5.359 -2.341
C 3.282 1.747 0.648
C -2.231 3.691 0.283
C -1.307 0.257 -1.497
B -1.208 -0.325 -0.002
B -2.603 1.855 1.734
H -1.987 -3.853 -0.983
H -3.646 0.305 2.206
H -3.075 -5.191 -1.124
H -0.543 -0.273 -2.097
H 4.338 2.248 -1.226
H 4.517 3.490 0.036
H -1.101 1.333 -1.481
H -1.254 -0.565 2.891
H -2.795 4.605 0.033
H -0.164 1.619 3.495
H -0.812 -2.178 0.474
H 3.755 1.218 1.488
H 2.233 0.073 2.472
H 1.580 1.304 -0.651
H 2.676 2.534 1.113
H -2.461 2.955 -0.498
H -1.168 3.965 0.269
H 3.079 0.511 -1.079
H 1.288 -1.334 2.030
H 0.263 -5.121 -3.373
H -0.054 -3.813 -2.289
H 5.411 1.959 0.150
H 0.147 2.227 0.989
H -2.301 0.017 -1.907

100
Properties=species:S:1:pos:R:3 method="wB97M-V/def2-TZVPD" e_tot_ev=-112577.385 de_lowest_kj_mol=52.05 homo_energy_ha=-0.3716 total_charge=+1 homo_lumo_gap_ev=7.54
Ca -0.447 0.545 -0.761
S -2.438 -2.059 0.676
S 0.359 -2.425 -0.844
O 0.200 1.816 -2.637
O 0.242 1.475 3.269
O 0.124 0.093 1.501
O 0.784 2.397 0.267
O -1.600 2.753 -3.576
O -5.186 1.006 -1.062
O 5.737 4.636 -1.785
O -3.063 0.561 -1.609
O 2.320 2.453 1.894
O 6.662 3.126 -3.011
N -3.551 2.547 -5.327
N 5.846 3.500 -2.195
N -2.251 1.082 0.878
N -0.783 -0.610 -3.123
N 1.268 -2.902 1.600
N -2.163 1.970 -7.091
N -1.266 -3.498 2.560
N -4.438 1.736 -7.305
C 0.233 -2.724 0.797
C -3.975 1.979 2.832
C -3.533 1.297 0.604
C 3.937 2.904 -0.765
C 4.901 2.491 -1.665
C -1.094 0.462 -4.085
C 4.056 -0.101 3.313
C 5.021 1.183 -2.095
C -1.693 -0.679 5.648
C 4.129 0.244 -1.601
C 1.940 2.300 0.650
C 4.854 -2.540 2.270
C -3.882 0.930 -0.796
C 3.174 -0.844 2.544
C -1.811 1.278 2.112
C -1.170 -2.804 1.421
C -2.297 -1.087 6.830
C 5.739 -1.791 3.032
C -2.504 -3.580 3.330
C 1.080 -3.194 3.022
C 0.134 1.575 -6.152
C -0.809 1.799 -3.382
C -0.304 0.313 -5.401
C -0.936 2.584 -6.570
C 5.340 -0.571 3.556
C -0.351 0.919 2.331
C 3.570 -2.070 2.018
C -1.769 -1.482 4.520
C -2.642 1.753 3.121
C -2.433 -2.704 4.562
C 3.145 0.630 -0.705
C 3.050 1.953 -0.291
C 2.657 -2.871 1.126
C -0.096 -4.114 3.175
C -4.445 1.734 1.546
C -3.376 2.103 -6.556
C -3.028 -3.110 5.750
C -2.968 -2.301 6.877
H 6.737 -2.165 3.219
H 0.676 1.241 -7.041
H -2.237 -0.466 7.714
H -5.320 0.685 -1.966
H 4.205 -0.790 -1.911
H -1.427 -1.389 -3.187
H -3.539 -4.065 5.798
H -5.360 1.750 -6.909
H -4.369 1.712 -8.307
H 0.622 -0.218 -5.166
H -5.483 1.873 1.284
H 3.740 0.852 3.714
H 1.992 -3.658 3.394
H -0.311 -4.262 4.232
H 1.531 2.364 2.508
H 0.146 -0.975 -3.303
H 6.027 0.013 4.155
H 3.009 -3.905 1.059
H -1.149 0.256 5.599
H -2.167 0.424 -4.280
H -2.107 1.484 -7.971
H 2.462 -0.112 -0.302
H -1.294 -1.163 3.600
H 0.100 -5.090 2.720
H -2.659 -4.623 3.615
H 0.859 2.126 -5.548
H 0.922 -2.265 3.574
H -3.319 -3.279 2.677
H 3.891 3.939 -0.458
H -4.650 2.333 3.599
H -2.750 2.635 -4.609
H 2.174 -0.467 2.354
H -4.482 2.791 -5.037
H -0.862 -0.348 -6.069
H 2.638 -2.473 0.114
H -2.230 1.922 4.105
H 5.165 -3.498 1.867
H -1.212 3.215 -5.734
H 5.799 0.922 -2.796
H -3.433 -2.628 7.798
H -0.533 3.237 -7.345

22
Properties=species:S:1:pos:R:3 method="wB97M-V/def2-TZVPD" e_tot_ev=-19883.948 homo_energy_ha="-0.1854 / -0.3334" homo_lumo_gap_ev="5.11 / 6.77" s_squared=2.043 spin_multiplicity=3
Si -2.156 0.071 0.811
O -2.913 0.500 -0.462
N -0.786 -0.921 0.711
C -2.095 0.862 2.582
C 0.010 -1.644 -1.566
C 0.638 1.534 0.701
C 2.171 -0.707 -2.044
C 1.229 -1.662 -2.349
C -0.147 -0.778 -0.470
C 0.566 0.459 -0.516
C 1.673 0.414 -1.304
H 1.562 1.967 0.471
H 2.393 1.274 -1.342
H -0.294 1.878 0.461
H 0.677 0.732 1.600
H 1.679 -2.570 -2.840
H -2.540 0.383 3.473
H 3.131 -0.534 -2.604
H -0.903 0.901 2.817
H -0.746 -1.794 1.112
H -2.387 1.974 2.518
H -0.760 -2.339 -1.760

20
Properties=species:S:1:pos:R:3 method="wB97M-V/def2-TZVPD" e_tot_ev=-10957.214 smiles="C[C@H]([NH3+])CCC(=O)O" de_lowest_kj_mol=135.56 homo_energy_ha=-0.5112 total_charge=+1 homo_lumo_gap_ev=10.17
O 2.680 -1.521 1.916
O 1.546 -0.077 3.198
N -0.115 0.502 -2.076
C 1.186 0.307 0.953
C -2.239 -0.117 -0.995
C -0.876 0.473 -0.647
C 1.911 -0.612 2.000
C 0.050 -0.425 0.220
H -0.627 -0.965 1.102
H -1.025 1.455 -0.249
H 2.140 -0.486 3.852
H -0.766 0.742 -2.869
H -2.766 -0.390 -0.042
H 0.272 -0.460 -2.304
H 0.445 -1.263 -0.622
H 2.037 0.739 0.278
H 0.744 1.242 1.473
H -2.314 -0.993 -1.543
H -2.863 0.614 -1.490
H 0.581 1.235 -2.155

102
Properties=species:S:1:pos:R:3 method="wB97M-V/def2-TZVPD" e_tot_ev=-85345.323 de_lowest_kj_mol=7.26 homo_energy_ha=-0.0678 total_charge=-2 homo_lumo_gap_ev=5.12
Cs -3.362 1.922 1.172
Cl 0.914 -5.998 2.827
S -1.662 -0.836 2.615
O 1.431 0.250 -3.015
O -3.095 -0.490 2.873
O -4.235 3.985 -0.315
O -1.509 5.108 1.834
O -6.236 4.293 0.650
N -0.714 2.704 2.936
N -2.499 -1.549 -3.089
N -1.673 -0.483 -3.052
N -0.826 3.470 -0.787
N -2.949 -0.269 -1.296
N -3.619 4.499 2.641
C 2.178 -4.040 1.441
C 1.727 2.292 -0.178
C 0.790 -0.781 -3.622
C 1.893 -2.585 -2.072
C 0.212 5.075 -2.250
C 2.411 1.615 2.044
C 2.578 5.011 -2.682
C 1.329 0.988 -0.490
C 1.574 -1.149 -4.959
C -1.596 -2.620 6.238
C -1.637 3.598 3.654
C 0.517 -3.067 5.210
C 0.440 -5.225 0.270
C 2.685 3.933 -1.815
C 3.083 -1.201 -4.704
C -0.338 -3.205 6.303
C -3.244 -1.372 -2.019
C 1.579 3.407 -1.162
C 0.671 -4.438 -0.849
C 1.122 -2.485 -5.561
C -4.309 5.344 1.655
C -5.006 4.488 0.562
C 0.313 3.979 -1.387
C 1.993 0.321 1.763
C 1.329 5.583 -2.888
C 0.109 -3.961 7.525
C -1.947 0.268 -1.981
C 1.648 -3.443 -0.854
C -0.641 -0.311 -4.059
C -1.140 -1.793 4.042
C 0.614 -1.983 -2.647
C -1.693 -2.218 1.461
C 1.455 0.033 0.516
C 1.363 -0.035 -5.993
C -2.004 -1.912 5.113
C 0.128 -2.360 4.088
C -2.310 4.515 2.615
C 2.262 2.598 1.074
C 1.200 -5.018 1.408
C 2.393 -3.262 0.311
H -2.029 -1.805 0.510
H 2.050 -0.176 -6.833
H 1.606 -2.646 -6.531
H -5.092 5.907 2.170
H -0.007 -2.763 -3.105
H 0.036 -1.595 -1.803
H 0.910 -3.429 8.044
H 3.651 3.474 -1.634
H 0.063 -4.591 -1.733
H 2.758 -3.882 2.341
H -0.764 5.519 -2.406
H -2.394 3.012 4.181
H 1.391 -3.325 -4.916
H 1.501 -3.523 5.240
H -2.272 -2.715 7.081
H -4.034 -2.059 -1.757
H 3.404 -0.266 -4.246
H -1.406 1.174 -1.741
H 2.830 1.862 3.013
H -1.518 4.151 -0.484
H 0.351 -0.021 -6.403
H 3.605 -1.337 -5.658
H 1.221 6.433 -3.552
H 2.548 3.621 1.290
H 0.041 -2.521 -5.722
H -0.197 3.294 2.286
H -1.019 -0.839 -4.934
H -0.329 -5.986 0.266
H -0.035 2.280 3.555
H 1.107 0.672 -1.553
H 0.493 -4.947 7.257
H 2.392 -3.206 -2.821
H -0.563 0.750 -4.283
H 1.139 -0.986 0.315
H -0.686 -2.626 1.353
H -1.121 4.240 4.382
H 3.455 5.399 -3.186
H -3.617 6.034 1.160
H 3.133 -2.472 0.343
H -2.978 -1.444 5.048
H -0.644 2.781 -0.075
H 1.570 0.934 -5.534
H 0.803 -2.255 3.246
H -0.713 -4.096 8.228
H 3.380 -2.019 -4.051
H 2.574 -1.771 -1.812
H 2.094 -0.455 2.515
H -2.388 -2.969 1.835

13
Properties=species:S:1:pos:R:3 method="wB97M-V/def2-TZVPD" e_tot_ev=-78364.784 de_lowest_kj_mol=115.09 homo_energy_ha=-0.1986 total_charge=-1 homo_lumo_gap_ev=9.24
Br 0.241 -1.121 0.455
O -1.935 0.049 2.661
O 1.499 1.791 1.020
O -1.773 0.512 -1.460
O 1.505 -1.902 -2.531
H 0.669 -1.838 -2.862
H -1.097 0.046 -0.990
H -1.427 -0.341 2.075
H 1.050 0.859 1.031
H -1.247 0.696 3.044
H 2.290 1.808 1.387
H -1.191 0.969 -2.117
H 1.415 -1.524 -1.717